Density functional theory data (ωB97M-V/def2-TZVPD) for C3H6P2 in the gas phase.

HOMO = -9.0 eV
LUMO level = -0.896 eV
Frontier orbital gap = 8.108 eV

ORCA input file:
```
! wB97M-V def2-TZVPD RIJCOSX def2/J DEFGRID3
* xyz 0 1
C -0.94 -0.42 -0.62
C 1.27 0.60 0.25
C 0.14 -0.39 0.44
P -2.61 -0.78 0.07
P -2.22 1.07 -0.73
H -0.63 -0.92 -1.54
H 1.87 0.21 -0.64
H 1.89 0.87 1.16
H 0.73 1.44 -0.13
H -0.20 -0.29 1.42
H 0.71 -1.39 0.32
*
```


Density functional theory data (ωB97M-V/def2-TZVPD) for a gas-phase ion, C4H9NO3P (charge -1).

HOMO = -4.2 eV
LUMO level = 3.977 eV
Structure (SMILES) = CN1CCCO[P@]1(=O)[O-]
Frontier orbital gap = 8.139 eV

ORCA input file:
```
! wB97M-V def2-TZVPD RIJCOSX def2/J DEFGRID3
* xyz -1 1
C -0.63 1.93 0.15
N -1.08 0.62 -0.19
C -0.91 -0.35 0.86
C 0.63 -0.75 1.18
C 1.34 -1.31 -0.03
O 1.33 -0.42 -1.17
P -0.23 -0.15 -1.80
O -0.79 -1.46 -2.03
O -0.02 0.91 -2.79
H -0.99 2.55 -0.84
H -1.07 2.38 1.01
H 0.46 1.88 0.14
H -1.54 -1.17 0.57
H -1.43 0.15 1.71
H 0.87 0.32 1.58
H 0.64 -1.55 2.03
H 2.45 -1.36 0.13
H 0.97 -2.21 -0.51
*
```


Density functional theory data (ωB97M-V/def2-TZVPD) for C4H7O2P in the gas phase.

HOMO = -10.3 eV
LUMO level = 0.841 eV
Structure (SMILES) = C#CCO[P@H](C)=O
Frontier orbital gap = 11.095 eV

ORCA input file:
```
! wB97M-V def2-TZVPD RIJCOSX def2/J DEFGRID3
* xyz 0 1
C -2.00 0.89 -1.53
C -1.37 1.13 -0.53
C -0.56 1.42 0.67
O -0.59 0.37 1.63
P 0.64 -0.64 1.62
C 0.59 -1.40 -0.04
O 0.47 -1.70 2.58
H -2.76 0.54 -2.17
H 0.54 1.65 0.52
H -1.15 2.29 1.11
H 1.55 0.39 1.76
H 1.57 -1.90 -0.12
H -0.12 -2.18 0.07
H 0.20 -0.59 -0.58
*
```


Density functional theory data (ωB97M-V/def2-TZVPD) for 3 unconnected molecules or ions with the total composition C19H28FN3O12P.

HOMO = -5.2 eV
LUMO level = 1.879 eV
Frontier orbital gap = 7.086 eV

ORCA input file:
```
! wB97M-V def2-TZVPD RIJCOSX def2/J DEFGRID3
* xyz -1 1
C 2.61 -2.42 1.88
C 2.43 -2.76 0.25
O 3.42 -3.30 -0.49
O 1.09 -2.39 -0.31
C 1.27 -1.04 -0.91
N 0.00 -0.41 -1.43
P -1.38 -1.53 -1.49
O -2.48 -1.16 -2.61
C -0.31 0.93 -0.83
C -1.66 1.68 -1.38
C -2.96 1.60 -0.39
O -3.67 2.75 -0.21
N -3.51 0.37 0.30
C -4.67 -0.26 -0.44
C -3.94 0.88 1.69
C 0.95 1.94 -1.27
O 2.03 2.16 -0.50
O 0.96 2.61 -2.60
C -0.37 0.98 0.81
O -0.64 -0.14 1.53
N -0.18 2.26 1.66
C 1.03 2.12 2.57
O 2.12 2.93 2.45
F 1.11 1.13 3.69
H 3.16 -3.30 2.43
H 3.18 -1.40 2.00
H 1.52 -2.26 2.33
H 1.99 -1.15 -1.85
H 1.86 -0.42 -0.12
H -0.93 -2.87 -1.88
H -1.99 -1.73 -0.17
H -1.38 2.84 -1.45
H -1.94 1.38 -2.50
H -5.63 -0.16 0.25
H -4.44 -1.43 -0.48
H -4.82 0.13 -1.53
H -3.17 1.68 2.12
H -4.99 1.42 1.63
H -3.94 0.00 2.50
H -1.00 2.28 2.33
O -1.04 7.40 0.83
C 0.04 6.83 0.73
O 0.23 5.51 1.00
C 1.62 5.21 0.88
C 2.19 6.29 0.00
C 1.33 7.48 0.34
H 2.07 5.22 1.89
H 1.75 4.22 0.45
H 3.26 6.46 0.16
H 2.05 6.02 -1.05
H 1.73 8.04 1.20
H 1.20 8.14 -0.52
O -0.75 -4.84 -0.97
C 0.15 -5.65 -1.13
O 1.23 -5.44 -1.94
C 2.02 -6.63 -1.98
C 1.65 -7.40 -0.74
C 0.20 -7.02 -0.54
H 1.77 -7.18 -2.90
H 3.08 -6.38 -2.00
H 1.81 -8.48 -0.83
H 2.24 -7.04 0.11
H -0.47 -7.68 -1.09
H -0.06 -7.00 0.52
*
```


Density functional theory data (ωB97M-V/def2-TZVPD) for a molecular structure, C22H41AuBGeN2O3.

HOMO = -16.3 eV
LUMO level = -9.356 eV
Frontier orbital gap = 6.925 eV

ORCA input file:
```
! wB97M-V def2-TZVPD RIJCOSX def2/J DEFGRID3
* xyz 3 1
Au 3.26 -3.95 4.51
C 0.56 -1.69 7.12
C 0.91 -2.74 6.12
O 1.81 -2.53 5.27
N 0.23 -3.89 6.13
C 0.33 -4.89 5.07
C 1.33 -6.00 5.34
C 0.90 -7.23 5.81
C 1.81 -8.25 6.05
C 3.15 -8.03 5.79
C 3.54 -6.79 5.31
N 2.65 -5.80 5.10
H 1.46 -1.20 7.47
H -0.01 -2.09 7.96
H -0.06 -0.95 6.61
H -0.49 -4.01 6.83
H 0.56 -4.38 4.14
H -0.65 -5.34 4.95
H -0.15 -7.38 5.99
H 1.47 -9.21 6.42
H 3.90 -8.79 5.94
H 4.58 -6.59 5.09
C -7.42 7.17 -9.24
C -7.18 6.36 -10.50
C -5.76 6.51 -11.03
C -4.72 6.07 -9.98
Ge -4.95 7.08 -8.36
C -4.60 8.97 -8.33
C -5.60 9.86 -7.58
C -5.97 9.36 -6.19
C -6.85 10.34 -5.43
H -8.46 7.15 -8.90
H -7.14 8.22 -9.35
H -6.95 6.71 -8.32
H -7.89 6.70 -11.26
H -7.42 5.30 -10.32
H -5.59 7.55 -11.31
H -5.63 5.91 -11.93
H -3.70 6.26 -10.34
H -4.80 5.01 -9.76
H -5.01 6.32 -7.03
H -4.46 9.30 -9.36
H -3.62 9.03 -7.84
H -6.51 9.99 -8.17
H -5.16 10.86 -7.50
H -5.05 9.16 -5.62
H -6.49 8.39 -6.27
H -6.34 11.29 -5.29
H -7.12 9.96 -4.45
H -7.77 10.54 -5.98
C 7.36 -1.98 2.77
C 6.48 -3.15 2.47
C 5.81 -3.08 1.12
O 5.29 -3.09 3.52
B 5.07 -4.40 3.66
O 5.86 -5.36 3.28
C 7.09 -4.56 2.83
C 8.02 -4.54 4.02
C 7.69 -5.27 1.65
H 6.85 -1.05 2.51
H 8.26 -2.05 2.14
H 7.67 -1.94 3.81
H 5.24 -2.16 1.05
H 5.16 -3.93 0.94
H 6.58 -3.06 0.35
H 7.58 -4.02 4.88
H 8.95 -4.04 3.76
H 8.26 -5.56 4.31
H 6.96 -5.45 0.86
H 8.10 -6.23 1.97
H 8.51 -4.68 1.24
*
```


Density functional theory data (ωB97M-V/def2-TZVPD) for a molecular structure, C2H2O2PRb.

HOMO (spin up / spin down) = -6.1 / -5.2 eV
LUMO level (spin up / spin down) = -1.187 / -1.242 eV
Frontier orbital gap (spin up / spin down) = 4.962 / 3.959 eV

ORCA input file:
```
! wB97M-V def2-TZVPD RIJCOSX def2/J DEFGRID3
* xyz 0 1
P 0.16 -1.20 1.65
O -1.03 -0.73 0.65
C -0.11 1.11 0.02
H 0.37 1.84 0.70
H -0.66 1.80 -0.62
C 0.82 0.17 -0.53
O 1.31 -0.55 0.55
Rb -0.86 -2.44 -2.40
*
```


Density functional theory data (ωB97M-V/def2-TZVPD) for 2 unconnected molecules or ions with the total composition C6H4ClF3O2.

HOMO = -9.6 eV
LUMO level = -0.153 eV
Structure (SMILES) = C=CC(C(=O)Cl)=C(F)F.O=CF
Frontier orbital gap = 9.419 eV

ORCA input file:
```
! wB97M-V def2-TZVPD RIJCOSX def2/J DEFGRID3
* xyz 0 1
C 0.20 1.36 -1.03
C 0.63 1.20 0.22
C -0.13 1.35 1.43
C -1.14 2.42 1.45
O -1.18 3.41 0.78
Cl -2.41 2.20 2.72
C 0.10 0.50 2.48
F 0.93 -0.57 2.40
F -0.39 0.55 3.74
H 0.65 1.08 -1.99
H -0.72 1.78 -1.44
H 1.67 1.12 0.31
O -1.56 -1.64 1.25
C -1.17 -2.74 1.47
F -0.05 -3.19 0.88
H -1.68 -3.44 2.13
*
```


Density functional theory data (ωB97M-V/def2-TZVPD) for a molecular structure, C15H34BBeBr3F6LiN3O12PS.

HOMO = -8.7 eV
LUMO level = -7.897 eV
Frontier orbital gap = 0.820 eV

ORCA input file:
```
! wB97M-V def2-TZVPD RIJCOSX def2/J DEFGRID3
* xyz 1 1
N -2.17 0.70 -3.10
C -1.03 0.58 -3.16
C 0.41 0.64 -2.98
C 0.96 -0.66 -2.29
S 1.86 -1.71 -3.53
C 2.00 -0.28 -1.31
N 2.70 -0.01 -0.45
O -0.06 -1.44 -1.74
B -0.43 -1.19 -0.40
O 0.23 -1.77 0.64
O -1.49 -0.34 -0.17
H 0.92 0.79 -3.93
H 0.68 1.50 -2.36
H 0.85 -2.44 -4.03
H 0.25 -1.13 1.37
H -2.02 -0.72 0.54
C 2.32 -4.12 2.59
C 2.33 -3.87 1.10
O 3.00 -5.07 0.61
C 2.84 -6.04 1.55
O 3.15 -7.19 1.33
O 2.33 -5.57 2.66
H 1.45 -3.71 3.08
H 3.22 -3.75 3.09
H 1.33 -3.83 0.67
H 2.87 -2.97 0.81
F 5.97 -6.80 -1.53
P 5.68 -8.43 -1.23
F 4.12 -7.89 -1.09
F 6.00 -10.00 -1.36
F 5.28 -8.84 0.43
F 7.18 -8.29 -0.63
F 5.38 -8.55 -2.81
Be 5.18 -7.17 0.92
O -0.29 -1.08 3.36
H -1.23 -0.83 3.41
H -0.04 -1.22 4.28
O -3.75 1.42 1.07
H -3.24 0.98 0.38
H -3.98 2.29 0.69
C 3.09 -7.24 5.74
Br 2.19 -5.71 6.51
Br 4.96 -7.25 6.20
Br 2.22 -8.88 6.21
H 3.03 -7.13 4.67
O -0.27 -1.73 -6.00
H -0.46 -2.22 -6.81
H 0.22 -0.96 -6.30
C -0.12 6.20 1.11
O -0.89 6.76 0.06
C -0.53 6.32 -1.24
C -1.62 5.47 -1.84
N -1.73 4.18 -1.16
C -2.91 3.41 -1.53
C -4.28 3.98 -1.17
O -4.53 4.03 0.24
C -4.03 5.18 0.90
H -0.39 6.71 2.03
H -0.31 5.13 1.23
H 0.95 6.35 0.93
H 0.43 5.79 -1.23
H -0.41 7.22 -1.86
H -1.41 5.29 -2.90
H -2.56 6.04 -1.78
H -1.74 4.34 -0.16
H -2.82 2.44 -1.04
H -2.88 3.21 -2.60
H -5.04 3.30 -1.57
H -4.46 4.95 -1.63
H -4.01 6.05 0.25
H -3.03 5.00 1.30
H -4.68 5.38 1.76
C -5.36 8.29 1.20
O -4.51 7.82 2.07
H -5.71 9.34 1.45
H -5.03 8.35 0.15
H -6.36 7.77 1.19
Li 4.45 -4.85 -0.58
*
```


Density functional theory data (ωB97M-V/def2-TZVPD) for 2 unconnected molecules or ions with the total composition C9H17Cl2FN2O2.

HOMO = -9.2 eV
LUMO level = 0.714 eV
Structure (SMILES) = C[C@H](F)C[C@H](CN)OCOC#N.ClCCCl
Frontier orbital gap = 9.924 eV

ORCA input file:
```
! wB97M-V def2-TZVPD RIJCOSX def2/J DEFGRID3
* xyz 0 1
C 3.09 -1.50 0.10
C 1.80 -0.71 -0.09
F 2.16 0.61 -0.30
C 0.85 -0.81 1.09
C -0.61 -1.04 0.69
C -1.38 0.27 0.61
N -2.82 -0.04 0.56
O -1.21 -1.85 1.72
C -1.43 -3.14 1.38
O -2.78 -3.33 0.88
C -2.84 -3.27 -0.39
N -3.04 -2.97 -1.51
H 3.39 -1.98 -0.82
H 3.88 -0.82 0.38
H 3.01 -2.23 0.89
H 1.33 -1.05 -1.01
H 0.93 0.07 1.71
H 1.15 -1.64 1.71
H -0.68 -1.52 -0.28
H -1.19 0.84 1.51
H -1.06 0.79 -0.27
H -3.00 -0.47 -0.34
H -3.36 0.81 0.63
H -0.70 -3.52 0.67
H -1.37 -3.74 2.27
Cl 0.12 3.12 0.32
C 1.21 3.74 -0.94
C 0.46 4.47 -2.03
Cl -0.56 3.38 -2.99
H 1.76 2.90 -1.34
H 1.91 4.42 -0.46
H 1.16 4.94 -2.71
H -0.18 5.25 -1.61
*
```


Density functional theory data (ωB97M-V/def2-TZVPD) for a molecular structure, C11H25ClNO2P2Zr.

HOMO = -10.4 eV
LUMO level = -5.209 eV
Frontier orbital gap = 5.144 eV

ORCA input file:
```
! wB97M-V def2-TZVPD RIJCOSX def2/J DEFGRID3
* xyz 1 1
C 1.01 -1.30 -2.85
C 1.08 -0.91 -1.51
N -0.11 -0.76 -0.86
C -1.30 -1.01 -1.37
C -1.39 -1.39 -2.71
C -0.22 -1.52 -3.44
C 2.32 -0.58 -0.83
P 2.46 -0.34 0.94
Zr 0.00 -0.14 1.47
P -2.48 0.02 1.06
C -2.54 -1.02 -0.46
O 1.84 2.19 -1.62
O -0.79 2.65 -1.31
H 1.94 -1.42 -3.39
H -2.37 -1.58 -3.12
H -0.26 -1.82 -4.48
C 3.11 -1.74 1.82
C 3.42 1.08 1.33
H -3.43 -0.71 -1.00
H -2.69 -2.05 -0.10
H 2.07 1.27 -1.36
H 3.25 -0.84 -1.35
C -3.34 -0.80 2.36
C -3.12 1.59 0.72
H 0.44 1.63 1.22
H -0.71 3.55 -0.95
H 0.14 2.41 -1.55
H 2.20 2.27 -2.51
H -0.13 -1.83 1.80
H -0.12 1.41 0.40
H 4.13 -1.86 1.49
H 3.07 -1.54 2.90
H 2.53 -2.65 1.61
H 4.45 0.84 1.08
H 3.09 1.95 0.74
H 3.34 1.31 2.40
H -4.18 1.45 0.49
H -3.03 2.25 1.60
H -2.59 2.06 -0.11
H -4.38 -0.85 2.06
H -2.94 -1.80 2.55
H -3.23 -0.22 3.28
Cl -0.53 0.73 3.58
*
```


Density functional theory data (ωB97M-V/def2-TZVPD) for 2 unconnected molecules or ions with the total composition C4H9O3.

HOMO = -4.5 eV
LUMO level = 4.282 eV
Frontier orbital gap = 8.762 eV

ORCA input file:
```
! wB97M-V def2-TZVPD RIJCOSX def2/J DEFGRID3
* xyz -1 1
O -0.18 -0.90 -0.99
C -0.68 -1.46 0.02
O -1.02 -0.94 1.10
C -0.84 -2.98 -0.09
H -1.87 -3.26 0.14
H -0.60 -3.32 -1.09
H -0.22 -3.48 0.64
C 0.01 2.11 -0.01
O -0.11 1.84 -1.39
C 1.40 1.77 0.52
H -0.17 3.18 0.11
H -0.73 1.53 0.55
H -0.19 0.86 -1.48
H 2.15 2.35 0.00
H 1.45 1.99 1.59
H 1.58 0.70 0.37
*
```


Density functional theory data (ωB97M-V/def2-TZVPD) for 2 unconnected molecules or ions with the total composition C4H9BO2.

HOMO (spin up / spin down) = -4.9 / -10.4 eV
LUMO level (spin up / spin down) = 0.335 / -1.768 eV
Frontier orbital gap (spin up / spin down) = 5.255 / 8.646 eV
Expectation value of S² = 2.01

ORCA input file:
```
! wB97M-V def2-TZVPD RIJCOSX def2/J DEFGRID3
* xyz 0 3
B -1.38 0.26 0.32
C 1.04 -0.97 0.96
C 1.41 0.50 0.76
C 0.11 -0.13 0.24
C 0.60 -0.15 -1.76
O -1.71 1.39 1.12
O -2.31 -0.45 -0.42
H 1.48 -1.75 0.37
H 0.85 -1.31 1.92
H 1.37 1.05 1.66
H 2.29 0.79 0.14
H 0.96 0.79 -1.88
H -0.23 -0.59 -2.27
H 1.34 -0.90 -1.68
H -2.61 1.68 0.89
H -3.21 -0.22 -0.38
*
```


Density functional theory data (ωB97M-V/def2-TZVPD) for a gas-phase ion, C4H8N3 (charge +1).

HOMO (spin up / spin down) = -11.3 / -15.5 eV
LUMO level (spin up / spin down) = -4.352 / -7.739 eV
Frontier orbital gap (spin up / spin down) = 6.955 / 7.754 eV
Expectation value of S² = 2.01

ORCA input file:
```
! wB97M-V def2-TZVPD RIJCOSX def2/J DEFGRID3
* xyz 1 3
C 0.42 -2.12 0.39
C -0.75 -1.41 0.67
C 1.52 1.05 -0.92
C -1.52 0.98 0.36
N 1.30 -1.29 -0.20
N 0.93 -0.09 -0.40
N -0.60 -0.14 0.44
H 0.61 -3.15 0.71
H -1.76 -1.72 1.11
H 1.95 1.76 -0.23
H 2.30 0.64 -1.42
H 0.82 1.73 -1.44
H -2.11 0.73 -0.46
H -2.04 1.15 1.29
H -1.07 1.90 0.10
*
```


Density functional theory data (ωB97M-V/def2-TZVPD) for 7 unconnected molecules or ions with the total composition C6H24FN12O6.

HOMO = -6.7 eV
LUMO level = 2.375 eV
Frontier orbital gap = 9.057 eV

ORCA input file:
```
! wB97M-V def2-TZVPD RIJCOSX def2/J DEFGRID3
* xyz -1 1
F -0.17 -0.54 0.19
C -0.11 3.93 -0.31
O 0.97 4.10 -0.94
N -0.62 2.81 0.09
N -0.69 4.95 0.18
H -0.20 2.00 -0.33
H -1.53 2.57 0.47
H -0.42 5.88 -0.10
H -1.51 4.72 0.73
C -1.89 0.11 2.99
O -2.52 0.37 4.00
N -0.70 0.44 2.67
N -2.41 -0.49 1.96
H -0.37 1.19 3.27
H -0.49 0.28 1.69
H -3.38 -0.72 2.12
H -1.81 -0.92 1.27
C -2.60 -0.85 -1.90
O -3.46 -1.05 -2.70
N -1.87 -1.83 -1.42
N -2.29 0.30 -1.39
H -2.27 -2.76 -1.40
H -1.04 -1.56 -0.91
H -2.61 1.11 -1.89
H -1.42 0.25 -0.87
C 1.20 -0.71 -3.57
O 2.26 -0.77 -4.29
N 0.02 -1.03 -4.06
N 1.23 -0.31 -2.34
H -0.13 -1.18 -5.04
H -0.83 -1.13 -3.53
H 0.39 -0.48 -1.80
H 2.09 -0.13 -1.85
C 0.91 -3.25 2.27
O 1.27 -4.33 2.64
N 0.97 -2.80 1.02
N 0.27 -2.39 3.08
H 1.41 -3.45 0.39
H 0.55 -1.91 0.79
H 0.03 -2.59 4.04
H -0.08 -1.46 2.90
C 3.26 0.81 0.29
O 4.08 1.76 0.34
N 3.64 -0.42 0.22
N 2.03 1.07 0.21
H 3.01 -1.16 0.48
H 4.62 -0.66 0.33
H 1.36 0.31 0.23
H 1.86 1.98 -0.20
*
```


Number 1: largest force on an atom 4.2 eV/Å. Number 2: largest force on an atom 4.7 eV/Å. Number 3: largest force on an atom 3.2 eV/Å. Number 4: largest force on an atom 10.6 eV/Å. Number 5: largest force on an atom 0.2 eV/Å. Number 6: largest force on an atom 4.2 eV/Å. Number 7: largest force on an atom 2.2 eV/Å. Number 8: largest force on an atom 3.9 eV/Å. Number 9: largest force on an atom 3.4 eV/Å. Number 10: largest force on an atom 5.6 eV/Å. Number 11: largest force on an atom 0.4 eV/Å. Number 12: largest force on an atom 5.6 eV/Å. Number 13: largest force on an atom 5.5 eV/Å. Number 14: largest force on an atom 6.8 eV/Å.